## 1
{
  "formula": "C60H150N10",
  "method": "ωB97M-V/def2-TZVPD",
  "species": ["C", "C", "N", "C", "C", "C", "C", "H", "H", "H", "H", "H", "H", "H", "H", "H", "H", "H", "H", "H", "H", "H", "C", "C", "N", "C", "C", "C", "C", "H", "H", "H", "H", "H", "H", "H", "H", "H", "H", "H", "H", "H", "H", "H", "C", "C", "N", "C", "C", "C", "C", "H", "H", "H", "H", "H", "H", "H", "H", "H", "H", "H", "H", "H", "H", "H", "C", "C", "N", "C", "C", "C", "C", "H", "H", "H", "H", "H", "H", "H", "H", "H", "H", "H", "H", "H", "H", "H", "C", "C", "N", "C", "C", "C", "C", "H", "H", "H", "H", "H", "H", "H", "H", "H", "H", "H", "H", "H", "H", "H", "C", "C", "N", "C", "C", "C", "C", "H", "H", "H", "H", "H", "H", "H", "H", "H", "H", "H", "H", "H", "H", "H", "C", "C", "N", "C", "C", "C", "C", "H", "H", "H", "H", "H", "H", "H", "H", "H", "H", "H", "H", "H", "H", "H", "C", "C", "N", "C", "C", "C", "C", "H", "H", "H", "H", "H", "H", "H", "H", "H", "H", "H", "H", "H", "H", "H", "C", "C", "N", "C", "C", "C", "C", "H", "H", "H", "H", "H", "H", "H", "H", "H", "H", "H", "H", "H", "H", "H", "C", "C", "N", "C", "C", "C", "C", "H", "H", "H", "H", "H", "H", "H", "H", "H", "H", "H", "H", "H", "H", "H"],
  "positions_angstrom": [[-4.617, -3.415, 5.078], [-4.449, -2.516, 6.366], [-3.545, -1.341, 6.160], [-3.733, -0.417, 5.059], [-5.129, 0.289, 5.220], [-3.170, -0.662, 7.400], [-2.438, -1.460, 8.415], [-5.320, -2.983, 4.367], [-4.937, -4.420, 5.353], [-3.700, -3.576, 4.511], [-5.337, -2.186, 6.903], [-3.765, -3.118, 6.964], [-2.899, 0.285, 5.075], [-3.598, -0.979, 4.135], [-5.237, 0.813, 6.170], [-5.417, 0.983, 4.430], [-5.858, -0.507, 5.367], [-3.996, -0.274, 7.996], [-2.621, 0.254, 7.183], [-1.630, -1.857, 7.801], [-2.954, -2.286, 8.905], [-2.086, -0.779, 9.190], [5.008, 2.712, 4.094], [3.577, 2.539, 3.803], [2.813, 2.124, 4.991], [2.720, 3.182, 5.969], [2.041, 4.494, 5.424], [1.496, 1.586, 4.450], [0.616, 0.842, 5.406], [5.435, 1.715, 4.210], [5.213, 3.106, 5.089], [5.464, 3.169, 3.216], [3.134, 3.430, 3.358], [3.637, 1.777, 3.026], [2.144, 2.780, 6.802], [3.640, 3.508, 6.455], [1.714, 5.203, 6.185], [2.430, 4.970, 4.524], [1.114, 4.080, 5.028], [1.787, 0.962, 3.604], [0.805, 2.342, 4.076], [1.365, 0.351, 6.027], [0.004, 0.052, 4.969], [-0.054, 1.330, 6.114], [-7.027, -2.505, 0.862], [-7.265, -1.509, -0.299], [-6.708, -0.129, -0.074], [-5.286, -0.322, -0.292], [-4.388, 0.934, 0.149], [-7.321, 0.903, -0.835], [-8.817, 1.160, -0.502], [-6.018, -2.912, 0.797], [-7.704, -3.343, 0.699], [-7.312, -2.103, 1.834], [-6.862, -1.985, -1.194], [-8.354, -1.524, -0.325], [-4.913, -1.172, 0.280], [-5.153, -0.560, -1.347], [-3.376, 0.542, 0.052], [-4.517, 1.685, -0.631], [-4.571, 1.228, 1.182], [-7.174, 0.623, -1.878], [-6.732, 1.810, -0.700], [-8.956, 1.512, 0.520], [-9.444, 0.283, -0.655], [-9.186, 1.886, -1.227], [-0.148, 4.197, 1.417], [-1.228, 4.057, 2.488], [-1.394, 5.185, 3.416], [-1.988, 4.805, 4.688], [-3.438, 4.295, 4.441], [-1.894, 6.373, 2.737], [-1.925, 7.629, 3.609], [0.845, 4.257, 1.863], [-0.387, 4.999, 0.719], [-0.221, 3.247, 0.887], [-2.198, 3.852, 2.037], [-1.021, 3.173, 3.091], [-1.317, 4.118, 5.203], [-2.158, 5.680, 5.314], [-3.489, 3.378, 3.854], [-3.793, 3.939, 5.408], [-4.213, 5.019, 4.189], [-2.923, 6.054, 2.574], [-1.304, 6.579, 1.844], [-0.907, 7.926, 3.864], [-2.389, 7.463, 4.581], [-2.454, 8.475, 3.170], [2.142, 5.101, -5.326], [0.803, 4.423, -5.640], [-0.308, 5.336, -6.286], [-1.551, 4.755, -6.742], [-1.384, 3.495, -7.571], [-0.672, 6.431, -5.303], [-1.080, 7.651, -6.093], [2.167, 5.781, -4.474], [2.541, 5.653, -6.178], [2.973, 4.424, -5.130], [1.005, 3.593, -6.317], [0.338, 3.914, -4.796], [-2.336, 4.675, -5.990], [-1.958, 5.517, -7.407], [-0.881, 2.715, -7.000], [-2.335, 3.001, -7.769], [-0.777, 3.575, -8.473], [0.141, 6.669, -4.617], [-1.542, 6.249, -4.671], [-1.980, 7.423, -6.664], [-0.343, 8.130, -6.737], [-1.338, 8.358, -5.304], [7.291, -0.771, -4.137], [6.137, -0.199, -3.142], [6.650, 0.838, -2.219], [7.627, 0.288, -1.248], [6.792, 0.216, 0.025], [7.116, 2.133, -2.672], [6.370, 2.799, -3.856], [6.943, -1.185, -5.084], [7.786, -1.550, -3.557], [8.022, 0.013, -4.337], [5.336, 0.122, -3.807], [5.811, -0.954, -2.426], [8.123, -0.658, -1.467], [8.398, 1.051, -1.137], [6.565, 1.202, 0.430], [5.862, -0.351, 0.007], [7.386, -0.163, 0.857], [8.172, 2.131, -2.944], [6.935, 2.853, -1.873], [5.376, 2.509, -3.514], [6.559, 2.211, -4.754], [6.410, 3.871, -4.046], [-0.859, -2.556, -5.737], [-2.064, -1.619, -5.948], [-3.083, -1.653, -4.905], [-3.815, -2.923, -4.898], [-4.937, -2.987, -3.855], [-3.948, -0.481, -5.115], [-3.330, 0.857, -4.870], [0.056, -2.283, -5.210], [-0.511, -2.829, -6.733], [-1.214, -3.442, -5.210], [-1.593, -0.643, -6.061], [-2.475, -1.687, -6.956], [-4.197, -3.188, -5.884], [-3.134, -3.716, -4.590], [-4.753, -2.386, -2.964], [-5.852, -2.654, -4.345], [-5.085, -4.031, -3.581], [-4.708, -0.343, -4.346], [-4.441, -0.583, -6.081], [-2.490, 1.133, -5.507], [-3.039, 0.998, -3.829], [-4.056, 1.663, -4.980], [1.084, -8.102, -3.699], [2.594, -8.160, -3.325], [3.312, -6.888, -3.562], [4.752, -7.151, -3.515], [5.210, -8.316, -4.501], [2.931, -5.788, -2.657], [3.601, -4.484, -3.148], [0.425, -7.392, -3.197], [0.513, -9.003, -3.478], [0.982, -7.962, -4.775], [2.804, -8.372, -2.277], [2.869, -8.979, -3.990], [5.364, -6.361, -3.948], [5.066, -7.394, -2.500], [5.020, -8.011, -5.530], [6.292, -8.417, -4.415], [4.784, -9.309, -4.360], [3.123, -6.119, -1.637], [1.849, -5.685, -2.742], [3.105, -3.573, -2.813], [3.618, -4.341, -4.229], [4.648, -4.516, -2.847], [2.243, -5.598, 3.806], [1.792, -4.304, 3.012], [2.247, -3.010, 3.475], [3.753, -2.956, 3.527], [4.260, -1.656, 2.937], [1.880, -2.592, 4.848], [0.393, -2.828, 5.233], [3.301, -5.829, 3.932], [1.798, -6.504, 3.393], [1.678, -5.515, 4.734], [2.016, -4.370, 1.947], [0.715, -4.456, 2.942], [4.172, -3.114, 4.521], [4.207, -3.680, 2.851], [3.962, -1.389, 1.923], [3.907, -0.851, 3.582], [5.311, -1.770, 2.672], [2.191, -1.548, 4.893], [2.455, -3.143, 5.591], [0.068, -2.401, 6.181], [0.218, -3.874, 5.487], [-0.359, -2.422, 4.557], [-1.022, -0.872, -2.135], [0.294, -1.164, -1.279], [0.819, 0.081, -0.715], [2.053, 0.544, -1.476], [1.783, 0.734, -2.885], [1.211, -0.123, 0.715], [0.024, -0.376, 1.656], [-0.816, -0.067, -2.840], [-1.820, -0.427, -1.542], [-1.331, -1.685, -2.793], [0.052, -1.963, -0.578], [1.028, -1.641, -1.928], [2.420, 1.495, -1.089], [2.896, -0.147, -1.477], [0.863, 1.292, -3.062], [2.598, 1.229, -3.412], [1.739, -0.227, -3.396], [1.657, 0.755, 1.181], [1.894, -0.970, 0.786], [0.404, -0.757, 2.604], [-0.585, -1.213, 1.313], [-0.722, 0.409, 1.772]],
  "mol_weight_g_mol": 1011.93,
  "smiles": "CCN(CC)CC.CCN(CC)CC.CCN(CC)CC.CCN(CC)CC.CCN(CC)CC.CCN(CC)CC.CCN(CC)CC.CCN(CC)CC.CCN(CC)CC.CCN(CC)CC"
}

---

## 2
{
  "formula": "C60H150N10",
  "method": "ωB97M-V/def2-TZVPD",
  "species": ["C", "C", "N", "C", "C", "C", "C", "H", "H", "H", "H", "H", "H", "H", "H", "H", "H", "H", "H", "H", "H", "H", "C", "C", "N", "C", "C", "C", "C", "H", "H", "H", "H", "H", "H", "H", "H", "H", "H", "H", "H", "H", "H", "H", "C", "C", "N", "C", "C", "C", "C", "H", "H", "H", "H", "H", "H", "H", "H", "H", "H", "H", "H", "H", "H", "H", "C", "C", "N", "C", "C", "C", "C", "H", "H", "H", "H", "H", "H", "H", "H", "H", "H", "H", "H", "H", "H", "H", "C", "C", "N", "C", "C", "C", "C", "H", "H", "H", "H", "H", "H", "H", "H", "H", "H", "H", "H", "H", "H", "H", "C", "C", "N", "C", "C", "C", "C", "H", "H", "H", "H", "H", "H", "H", "H", "H", "H", "H", "H", "H", "H", "H", "C", "C", "N", "C", "C", "C", "C", "H", "H", "H", "H", "H", "H", "H", "H", "H", "H", "H", "H", "H", "H", "H", "C", "C", "N", "C", "C", "C", "C", "H", "H", "H", "H", "H", "H", "H", "H", "H", "H", "H", "H", "H", "H", "H", "C", "C", "N", "C", "C", "C", "C", "H", "H", "H", "H", "H", "H", "H", "H", "H", "H", "H", "H", "H", "H", "H", "C", "C", "N", "C", "C", "C", "C", "H", "H", "H", "H", "H", "H", "H", "H", "H", "H", "H", "H", "H", "H", "H"],
  "positions_angstrom": [[-1.221, -1.566, -4.914], [-2.506, -2.186, -4.454], [-2.340, -3.644, -4.561], [-2.633, -4.026, -5.911], [-2.510, -5.527, -6.314], [-3.231, -4.336, -3.617], [-2.523, -4.477, -2.302], [-0.309, -1.975, -4.480], [-1.106, -0.526, -4.606], [-1.177, -1.538, -6.003], [-2.535, -1.962, -3.388], [-3.350, -1.814, -5.036], [-3.653, -3.767, -6.195], [-1.966, -3.595, -6.658], [-1.508, -5.701, -6.705], [-2.770, -6.281, -5.571], [-3.122, -5.656, -7.207], [-3.406, -5.370, -3.917], [-4.165, -3.793, -3.475], [-3.197, -4.760, -1.494], [-2.162, -3.486, -2.029], [-1.689, -5.170, -2.415], [9.018, 16.649, 0.153], [9.578, 15.515, 0.971], [9.673, 14.199, 0.266], [10.700, 14.204, -0.751], [10.341, 14.714, -2.115], [8.413, 13.446, -0.003], [7.530, 13.346, 1.248], [9.822, 17.060, -0.458], [8.632, 17.471, 0.756], [8.199, 16.311, -0.481], [10.447, 15.797, 1.565], [8.886, 15.333, 1.793], [11.542, 14.727, -0.297], [11.014, 13.162, -0.798], [11.048, 14.549, -2.928], [9.455, 14.236, -2.533], [10.129, 15.783, -2.134], [8.841, 12.535, -0.420], [7.838, 13.820, -0.850], [6.855, 12.490, 1.223], [6.894, 14.229, 1.301], [8.000, 13.226, 2.224], [4.032, -2.637, -9.787], [4.661, -2.378, -8.399], [5.693, -1.375, -8.521], [5.117, -0.015, -8.445], [5.888, 1.028, -9.248], [6.741, -1.465, -7.520], [7.876, -2.286, -8.204], [4.656, -3.326, -10.354], [3.919, -1.698, -10.329], [3.139, -3.259, -9.713], [4.017, -1.963, -7.623], [5.064, -3.309, -8.000], [4.124, -0.158, -8.871], [4.982, 0.388, -7.441], [5.239, 1.794, -9.673], [6.802, 1.449, -8.829], [6.235, 0.652, -10.211], [6.438, -1.927, -6.581], [7.229, -0.546, -7.195], [8.911, -2.197, -7.872], [7.833, -2.119, -9.280], [7.734, -3.327, -7.914], [14.621, -0.938, 2.508], [16.036, -0.337, 2.192], [16.110, 0.395, 0.917], [17.550, 0.545, 0.516], [18.352, 1.359, 1.461], [15.205, 1.507, 0.963], [15.058, 2.202, -0.379], [14.235, -1.539, 1.684], [13.871, -0.165, 2.676], [14.728, -1.671, 3.307], [16.309, 0.291, 3.040], [16.785, -1.129, 2.215], [17.485, 0.784, -0.545], [17.992, -0.448, 0.436], [17.863, 2.313, 1.655], [19.335, 1.438, 0.997], [18.522, 0.759, 2.355], [14.218, 1.073, 1.126], [15.438, 2.256, 1.721], [15.957, 2.766, -0.626], [14.822, 1.450, -1.132], [14.264, 2.925, -0.566], [8.571, 9.812, -6.948], [9.024, 8.875, -8.026], [8.231, 9.048, -9.260], [6.723, 8.862, -9.130], [5.937, 9.940, -9.813], [8.749, 8.495, -10.523], [10.206, 8.929, -10.721], [8.732, 10.849, -7.244], [8.938, 9.595, -5.945], [7.494, 9.777, -6.784], [10.052, 9.114, -8.299], [8.949, 7.839, -7.695], [6.448, 7.889, -9.538], [6.387, 8.890, -8.094], [4.999, 9.748, -9.293], [6.370, 10.915, -9.588], [5.854, 9.867, -10.898], [8.132, 8.930, -11.310], [8.791, 7.406, -10.513], [10.892, 8.273, -10.186], [10.348, 9.941, -10.341], [10.344, 8.898, -11.802], [2.712, 5.774, -5.122], [3.786, 5.251, -4.144], [3.882, 6.090, -2.968], [4.876, 5.544, -2.008], [6.245, 5.295, -2.581], [2.701, 6.289, -2.219], [2.744, 7.298, -1.063], [2.979, 5.185, -5.999], [2.764, 6.825, -5.404], [1.679, 5.614, -4.812], [3.616, 4.199, -3.917], [4.729, 5.132, -4.678], [5.117, 6.248, -1.211], [4.566, 4.654, -1.459], [6.224, 4.322, -3.072], [6.534, 6.155, -3.184], [7.018, 5.220, -1.817], [2.372, 5.375, -1.726], [1.841, 6.495, -2.856], [1.771, 7.413, -0.585], [3.176, 8.255, -1.357], [3.402, 6.924, -0.279], [13.432, 3.391, -12.879], [13.395, 2.561, -11.692], [13.517, 3.303, -10.411], [14.835, 3.853, -10.183], [16.026, 2.855, -10.474], [12.970, 2.437, -9.338], [12.881, 3.189, -8.019], [12.585, 4.077, -12.902], [13.279, 2.655, -13.668], [14.435, 3.789, -13.040], [12.562, 1.861, -11.758], [14.302, 1.974, -11.841], [14.873, 4.778, -10.758], [14.814, 4.287, -9.184], [16.911, 3.344, -10.067], [15.904, 1.861, -10.043], [16.169, 2.725, -11.546], [13.546, 1.518, -9.234], [12.044, 1.975, -9.679], [12.331, 4.114, -8.188], [13.862, 3.463, -7.631], [12.358, 2.656, -7.225], [-0.992, 10.785, 6.540], [-0.722, 11.029, 8.009], [-1.122, 9.901, 8.820], [-1.351, 10.265, 10.238], [-2.625, 11.089, 10.343], [-0.669, 8.582, 8.505], [0.827, 8.340, 8.850], [-0.699, 11.646, 5.940], [-2.014, 10.418, 6.446], [-0.416, 9.960, 6.119], [0.321, 11.318, 8.136], [-1.159, 11.983, 8.304], [-0.483, 10.813, 10.604], [-1.512, 9.337, 10.787], [-3.435, 10.605, 9.798], [-2.568, 12.102, 9.943], [-2.806, 11.280, 11.401], [-1.285, 7.910, 9.102], [-0.939, 8.386, 7.467], [1.170, 7.377, 8.471], [1.528, 9.123, 8.562], [0.918, 8.315, 9.936], [1.556, 15.396, -10.236], [0.643, 14.507, -9.404], [1.113, 14.519, -7.996], [0.502, 13.357, -7.321], [1.151, 12.922, -6.013], [1.007, 15.788, -7.308], [-0.416, 16.368, -7.376], [1.343, 16.425, -9.946], [1.358, 15.198, -11.290], [2.614, 15.227, -10.035], [-0.421, 14.668, -9.580], [0.706, 13.512, -9.845], [-0.554, 13.524, -7.108], [0.501, 12.500, -7.995], [2.042, 12.309, -6.152], [1.412, 13.768, -5.377], [0.389, 12.298, -5.548], [1.684, 16.502, -7.777], [1.415, 15.663, -6.305], [-1.114, 15.745, -6.817], [-0.772, 16.453, -8.403], [-0.578, 17.354, -6.942], [5.827, 4.955, 4.590], [5.699, 3.411, 4.886], [4.826, 2.667, 3.928], [3.391, 2.881, 4.363], [2.537, 2.296, 3.287], [5.102, 1.223, 3.858], [6.423, 1.041, 3.097], [4.960, 5.557, 4.859], [6.021, 5.133, 3.532], [6.666, 5.227, 5.230], [6.711, 3.036, 5.037], [5.319, 3.437, 5.908], [3.109, 2.553, 5.363], [3.341, 3.969, 4.398], [1.555, 2.768, 3.253], [3.047, 2.391, 2.328], [2.249, 1.293, 3.599], [4.376, 0.777, 3.178], [5.041, 0.577, 4.734], [6.622, -0.002, 2.852], [7.271, 1.242, 3.751], [6.546, 1.670, 2.215]],
  "mol_weight_g_mol": 1011.93,
  "smiles": "CCN(CC)CC.CCN(CC)CC.CCN(CC)CC.CCN(CC)CC.CCN(CC)CC.CCN(CC)CC.CCN(CC)CC.CCN(CC)CC.CCN(CC)CC.CCN(CC)CC"
}

---

1 is the least stable structure shown above.